# 1
Molecular formula: C5H32O11
Method: DFT, ωB97M-V with the def2-TZVPD basis set

Geometry as XYZ:
```
48
Properties=species:S:1:pos:R:3:lowdin_charge:R:1
C 3.73 0.23 -1.85 -0.162
O 3.14 -0.30 -0.70 -0.140
H 4.18 -0.54 -2.47 0.071
H 2.92 0.82 -2.43 0.108
H 4.45 0.96 -1.46 0.078
H 2.34 -0.80 -0.89 0.047
C -3.93 1.11 -0.57 -0.136
O -3.56 0.43 0.63 -0.128
H -3.91 2.18 -0.59 0.071
H -3.20 0.66 -1.31 0.090
H -4.88 0.80 -0.95 0.066
H -4.24 0.59 1.29 0.086
C 4.14 1.12 3.21 -0.139
O 3.21 1.19 2.11 -0.144
H 4.60 0.18 3.42 0.069
H 4.99 1.86 3.14 0.088
H 3.56 1.48 4.07 0.082
H 3.54 0.63 1.38 0.072
C -2.29 -1.66 -3.43 -0.160
O -1.41 -2.59 -4.08 -0.119
H -2.17 -0.61 -3.73 0.079
H -3.29 -2.10 -3.62 0.089
H -2.17 -1.60 -2.31 0.070
H -0.53 -2.24 -4.12 0.060
C -0.56 3.68 -0.60 -0.159
O -1.12 2.85 0.40 -0.145
H -0.21 4.64 -0.25 0.071
H 0.32 3.18 -1.06 0.081
H -1.32 3.85 -1.41 0.086
H -1.06 1.93 0.08 0.028
O -1.63 0.83 2.89 -0.065
H -1.85 -0.09 2.69 -0.015
H -1.75 1.25 2.01 0.017
O 0.95 -0.48 2.55 -0.092
H 0.09 -0.23 2.96 0.036
H 1.57 0.32 2.54 0.058
O -1.95 -1.97 2.21 -0.045
H -2.72 -1.82 1.61 0.064
H -2.14 -2.69 2.82 0.065
O -0.10 0.23 -0.61 -0.063
H -0.27 -0.70 -0.43 0.008
H 0.38 0.54 0.18 0.040
O 0.63 -2.23 0.53 -0.097
H 0.81 -1.72 1.35 -0.001
H -0.06 -2.91 0.65 0.051
O 1.24 -3.33 -2.11 -0.047
H 0.38 -3.03 -2.40 -0.005
H 1.16 -3.89 -1.33 0.034
```

Calculated total energy, eV: -28224.80216
Relative energy (zero: lowest compared OMol25 entry of this formula, charge and spin), kcal/mol: 76.1
Structure (SMILES): CO.CO.CO.CO.CO.O.O.O.O.O.O
Gap between HOMO and LUMO, eV: 10.15

=====

# 2
Molecular formula: C5H33N3O9
Method: DFT, ωB97M-V with the def2-TZVPD basis set

Geometry as XYZ:
```
50
Properties=species:S:1:pos:R:3:lowdin_charge:R:1
C -2.93 -0.80 0.91 -0.129
N -1.68 -1.53 0.66 -0.119
C -0.55 -0.70 0.40 -0.201
C 0.69 -1.65 0.04 -0.266
N 1.78 -1.08 0.87 0.052
C 1.02 -1.72 -1.55 -0.147
C 1.19 -0.45 -2.29 -0.288
N 2.43 0.31 -2.13 -0.003
H -3.10 0.10 0.36 0.043
H -3.86 -1.39 0.44 0.130
H -3.04 -0.52 1.93 0.052
H -1.99 -2.12 -0.12 0.069
H -0.50 0.14 -0.28 0.084
H -0.34 -0.25 1.43 0.125
H 0.59 -2.58 0.37 0.057
H 2.19 -0.22 0.70 0.023
H 2.49 -1.73 1.11 0.055
H 0.44 -2.51 -2.06 0.074
H 1.88 -2.34 -1.84 0.110
H 0.34 0.35 -2.27 0.120
H 1.18 -0.56 -3.31 0.078
H 3.32 -0.23 -2.02 0.115
H 2.46 0.86 -2.88 0.017
O 3.08 0.80 2.85 -0.067
H 2.84 1.75 2.77 0.045
H 3.03 0.36 3.67 0.012
O 0.89 2.48 2.92 -0.056
H 0.81 1.93 2.10 0.029
H 0.64 1.91 3.61 0.014
O 1.04 2.23 -0.41 -0.115
H 1.63 1.84 -1.20 0.081
H 0.17 2.52 -0.68 -0.025
O -0.14 4.56 -0.41 -0.037
H -0.19 4.75 0.57 0.100
H 0.63 4.08 -0.34 -0.042
O -1.23 -1.39 4.46 -0.062
H -0.28 -1.51 4.55 0.029
H -1.40 -1.92 3.68 0.019
O -1.10 2.36 -2.39 -0.068
H -1.38 3.11 -2.88 0.033
H -1.76 2.48 -1.67 0.002
O -2.15 -2.93 -2.35 -0.020
H -1.90 -2.04 -2.09 0.040
H -1.76 -3.49 -2.96 0.011
O -2.43 3.12 -0.22 -0.020
H -2.71 2.74 0.66 0.102
H -1.85 3.77 0.01 -0.055
O 0.59 -4.56 -1.18 -0.057
H -0.25 -4.05 -1.10 0.028
H 1.17 -4.34 -0.46 0.025
```

Calculated total energy, eV: -28614.54886
Relative energy (zero: lowest compared OMol25 entry of this formula, charge and spin), kcal/mol: 104.5
Structure (SMILES): CNC[C@H](N)CCN.O.O.O.O.O.O.O.O.O
Gap between HOMO and LUMO, eV: 8.69

=====

# 3
Molecular formula: C5H33NO10
Method: DFT, ωB97M-V with the def2-TZVPD basis set

Geometry as XYZ:
```
49
Properties=species:S:1:pos:R:3:lowdin_charge:R:1
C 2.41 1.68 2.12 -0.083
C 2.64 0.27 1.69 -0.433
C 3.09 -0.62 2.87 -0.094
C 3.82 0.14 0.70 -0.178
C 3.53 -0.46 -0.70 -0.286
N 2.08 -0.49 -1.09 -0.006
H 2.52 2.41 1.35 0.068
H 1.36 2.00 2.32 0.074
H 3.08 1.95 2.94 0.091
H 1.71 -0.08 1.29 0.085
H 2.33 -0.54 3.67 0.071
H 3.01 -1.71 2.56 0.104
H 3.91 -0.36 3.47 0.056
H 4.35 1.09 0.49 0.106
H 4.63 -0.70 1.05 0.148
H 4.11 0.29 -1.33 0.109
H 4.07 -1.44 -0.89 0.104
H 1.79 -0.91 -2.00 0.045
H 1.56 -0.82 -0.28 0.027
O -3.39 0.49 -0.45 -0.047
H -3.47 1.47 -0.55 0.055
H -2.93 0.43 0.37 -0.007
O 0.65 3.50 -3.34 -0.026
H -0.25 3.48 -3.12 -0.014
H 0.93 2.78 -3.90 0.035
O -2.18 3.27 0.00 -0.047
H -2.57 3.68 -0.73 0.018
H -1.45 2.67 -0.15 -0.005
O -3.00 -3.83 0.84 -0.095
H -3.53 -3.12 1.29 0.059
H -2.54 -3.33 0.09 0.053
O -1.56 0.77 2.13 -0.029
H -0.95 1.01 1.44 0.031
H -1.32 1.57 2.61 0.072
O -1.56 -1.36 3.83 -0.042
H -0.60 -1.32 3.86 0.032
H -1.78 -1.03 2.98 -0.038
O -1.03 1.76 -1.82 -0.104
H -1.41 0.88 -1.76 0.012
H 0.01 1.69 -1.82 0.109
O -0.31 -3.12 1.09 -0.102
H 0.57 -2.72 1.33 0.048
H -1.00 -2.97 1.78 0.022
O -3.12 -0.01 -3.49 -0.011
H -3.04 -0.03 -2.57 -0.045
H -2.84 -0.84 -3.83 0.020
O 0.68 -1.86 -3.45 -0.023
H 1.25 -2.49 -3.75 -0.001
H -0.13 -2.35 -3.20 0.066
```

Calculated total energy, eV: -27683.26798
Relative energy (zero: lowest compared OMol25 entry of this formula, charge and spin), kcal/mol: 63.8
Structure (SMILES): CC(C)CCN.O.O.O.O.O.O.O.O.O.O
Gap between HOMO and LUMO, eV: 8.99

=====

# 4
Molecular formula: C5H33NO12
Method: DFT, ωB97M-V with the def2-TZVPD basis set

Geometry as XYZ:
```
51
Properties=species:S:1:pos:R:3:lowdin_charge:R:1
C -0.57 2.03 -1.47 -0.035
C -0.23 0.88 -0.43 -0.162
N -0.37 -0.45 -1.11 0.054
C 0.45 -1.58 -1.08 -0.452
O -0.13 -2.61 -1.43 0.022
C 1.85 -1.55 -0.62 -0.156
C 2.79 -1.45 -1.85 -0.047
H 0.42 2.23 -1.83 0.035
H -1.00 2.84 -0.86 0.085
H -1.29 1.62 -2.18 0.078
H -0.88 0.85 0.44 0.092
H 0.82 0.97 -0.19 0.072
H -1.31 -0.69 -1.38 0.115
H 2.14 -2.42 0.00 0.119
H 2.09 -0.84 0.16 0.067
H 2.26 -1.58 -2.77 0.066
H 3.41 -0.56 -1.76 0.055
H 3.46 -2.34 -1.83 0.086
O 0.35 1.00 -3.98 -0.045
H 0.69 0.44 -4.69 0.079
H -0.05 0.43 -3.31 0.034
O 2.65 1.86 -2.88 -0.081
H 2.58 2.83 -2.81 0.074
H 1.77 1.61 -3.29 0.018
O 2.02 0.74 2.09 -0.082
H 2.28 0.96 1.18 -0.008
H 1.92 -0.24 2.16 0.016
O 2.03 -2.01 2.24 -0.056
H 1.06 -2.09 2.23 0.028
H 2.44 -2.60 2.86 0.072
O 3.18 1.41 -0.32 -0.087
H 2.85 1.56 -1.26 0.008
H 4.02 1.86 -0.25 0.070
O -0.09 2.09 3.06 -0.089
H 0.73 1.59 2.81 0.010
H 0.33 2.96 3.11 0.061
O -4.10 2.16 1.24 -0.080
H -3.44 2.12 1.95 -0.010
H -4.21 1.24 0.96 -0.011
O -2.81 -2.61 -1.09 -0.066
H -1.95 -2.78 -1.52 0.014
H -3.40 -3.37 -1.14 0.054
O -3.66 -0.85 0.71 -0.056
H -2.90 -1.11 0.18 -0.013
H -4.02 -1.73 0.91 0.054
O -2.43 1.16 3.46 -0.081
H -1.68 1.17 2.84 -0.010
H -2.11 1.77 4.13 0.043
O -0.64 -1.36 2.16 -0.035
H -1.52 -1.07 2.49 0.063
H -0.83 -1.11 1.24 0.017
```

Calculated total energy, eV: -31781.54632
Relative energy (zero: lowest compared OMol25 entry of this formula, charge and spin), kcal/mol: 46.0
Structure (SMILES): CCNC(=O)CC.O.O.O.O.O.O.O.O.O.O.O
Gap between HOMO and LUMO, eV: 10.28

=====

# 5
Molecular formula: C5H33NO13
Method: DFT, ωB97M-V with the def2-TZVPD basis set

Geometry as XYZ:
```
52
Properties=species:S:1:pos:R:3:lowdin_charge:R:1
C -0.48 -1.09 0.45 -0.095
C 1.01 -1.29 0.83 -0.203
C 1.90 -1.45 -0.44 -0.078
C 2.01 -0.13 -1.18 -0.401
O 1.58 -0.03 -2.34 0.002
N 2.63 1.01 -0.72 0.111
C 3.24 1.15 0.60 -0.265
O 3.79 0.07 1.25 -0.025
H -0.88 -0.11 0.17 0.060
H -1.06 -1.33 1.35 0.066
H -0.69 -1.92 -0.24 0.026
H 1.45 -0.55 1.45 0.037
H 1.03 -2.17 1.50 0.112
H 1.58 -2.17 -1.19 0.110
H 2.88 -1.89 -0.14 0.121
H 2.88 1.78 -1.33 0.119
H 4.04 1.96 0.61 0.150
H 2.48 1.58 1.28 0.099
H 3.68 -0.82 0.93 0.059
O 1.85 2.73 -2.80 -0.053
H 1.26 3.48 -2.86 0.049
H 1.36 1.94 -3.05 0.022
O -2.47 1.99 -1.20 -0.068
H -2.18 1.48 -1.99 -0.004
H -3.17 2.63 -1.31 0.039
O -1.62 -0.62 3.69 -0.072
H -2.49 -0.35 4.04 0.040
H -1.11 0.21 3.63 0.003
O -1.81 0.56 -3.39 -0.063
H -2.21 0.06 -4.11 0.073
H -0.92 0.12 -3.47 0.046
O 0.93 0.59 3.30 -0.056
H 0.87 1.10 2.48 -0.009
H 1.45 -0.21 3.33 0.051
O -0.45 -3.93 0.80 -0.055
H -1.04 -3.58 0.13 -0.002
H -0.81 -4.13 1.67 0.060
O -0.02 2.05 1.02 -0.074
H 0.26 1.66 0.18 0.049
H -0.93 2.23 0.73 0.067
O -0.27 3.75 3.04 -0.071
H 0.14 3.54 2.18 0.007
H -0.61 2.89 3.30 0.012
O -0.43 -1.82 -3.33 -0.072
H -0.20 -2.68 -2.94 0.054
H 0.32 -1.30 -2.96 0.009
O -2.34 -2.48 -1.10 -0.073
H -2.77 -1.62 -1.14 0.024
H -1.93 -2.55 -1.97 0.021
O -3.62 -0.24 0.19 -0.051
H -4.03 -0.66 0.96 0.060
H -4.10 0.59 0.12 0.035
```

Calculated total energy, eV: -33827.58472
Relative energy (zero: lowest compared OMol25 entry of this formula, charge and spin), kcal/mol: 80.5
Structure (SMILES): CCCC(=O)NCO.O.O.O.O.O.O.O.O.O.O.O
Gap between HOMO and LUMO, eV: 10.06

=====

# 6
Molecular formula: C5H33NO13
Method: DFT, ωB97M-V with the def2-TZVPD basis set

Geometry as XYZ:
```
52
Properties=species:S:1:pos:R:3:lowdin_charge:R:1
C 0.53 0.38 -2.19 -0.070
C -0.59 -0.62 -1.79 -0.389
C -1.86 -0.22 -2.52 -0.077
C -0.66 -0.68 -0.25 -0.150
N 0.01 -1.85 0.27 0.081
C -0.65 -3.00 0.57 -0.580
O -1.87 -3.12 0.66 0.040
O 0.26 -3.96 0.85 0.086
H 0.21 1.36 -1.83 0.082
H 0.70 0.30 -3.26 0.080
H 1.45 0.24 -1.62 0.057
H -0.25 -1.56 -2.22 0.130
H -2.74 -0.81 -2.24 0.058
H -1.77 -0.45 -3.58 0.080
H -2.09 0.84 -2.41 0.084
H -0.11 0.18 0.14 0.108
H -1.68 -0.60 0.11 0.109
H 1.01 -1.89 0.37 0.111
H -0.20 -4.83 1.00 0.076
O 0.67 3.75 2.74 -0.043
H 0.30 4.17 3.52 0.069
H -0.06 3.72 2.12 0.013
O 4.79 -0.14 -1.54 -0.041
H 4.73 -0.71 -0.80 -0.003
H 3.98 -0.27 -2.02 0.020
O 3.37 3.78 -0.61 -0.062
H 3.54 2.82 -0.79 0.068
H 4.21 4.27 -0.47 0.086
O 2.57 2.19 1.65 -0.061
H 1.88 2.77 2.03 0.008
H 2.92 2.70 0.93 -0.019
O -1.63 -5.84 1.16 -0.061
H -2.16 -5.05 1.34 0.039
H -1.85 -6.12 0.23 0.089
O -0.47 0.11 3.30 -0.021
H 0.23 -0.18 2.77 -0.009
H -1.24 -0.47 3.39 0.059
O -4.23 -3.00 -0.99 -0.051
H -4.72 -2.32 -1.40 0.001
H -3.57 -3.31 -1.63 0.045
O 1.79 4.19 -3.47 -0.062
H 2.58 3.84 -3.85 0.018
H 2.04 4.22 -2.53 0.008
O -1.55 2.78 1.61 -0.046
H -1.22 2.08 2.13 -0.004
H -2.44 2.48 1.34 0.065
O 2.75 -0.56 0.97 -0.076
H 2.89 -1.03 1.78 0.032
H 2.81 0.40 1.24 0.027
O -4.22 0.05 1.83 -0.057
H -4.76 -0.36 2.49 0.033
H -3.65 -0.65 1.48 0.023
```

Calculated total energy, eV: -33829.71081
Relative energy (zero: lowest compared OMol25 entry of this formula, charge and spin), kcal/mol: 31.5
Structure (SMILES): CC(C)CNC(=O)O.O.O.O.O.O.O.O.O.O.O.O
Gap between HOMO and LUMO, eV: 9.92

=====

# 7
Molecular formula: C5H34N2O10
Method: DFT, ωB97M-V with the def2-TZVPD basis set

Geometry as XYZ:
```
51
Properties=species:S:1:pos:R:3:lowdin_charge:R:1
C -2.35 1.61 -0.60 -0.086
C -1.72 0.23 -0.90 -0.409
N -0.40 0.52 -1.43 0.049
C -1.89 -0.64 0.40 -0.164
C -2.61 -1.96 0.17 -0.186
C -1.96 -2.83 -0.92 -0.273
N -0.51 -3.03 -0.86 0.023
H -3.41 1.41 -0.47 0.084
H -2.18 2.33 -1.41 0.078
H -1.89 2.03 0.28 0.038
H -2.26 -0.15 -1.78 0.128
H 0.14 1.09 -0.80 0.052
H 0.16 -0.27 -1.71 0.042
H -2.13 0.11 1.15 0.081
H -0.83 -0.82 0.67 0.088
H -2.64 -2.49 1.13 0.110
H -3.64 -1.74 -0.15 0.110
H -2.17 -2.32 -1.86 0.096
H -2.46 -3.79 -0.93 0.096
H -0.21 -3.09 0.11 0.066
H -0.05 -2.30 -1.37 0.022
O -1.77 -1.67 5.03 -0.078
H -0.92 -1.33 4.75 -0.023
H -2.42 -1.00 4.80 0.018
O 2.10 -0.72 1.47 -0.057
H 1.75 0.00 0.95 -0.004
H 2.99 -1.00 1.26 0.047
O 0.23 -0.61 3.51 -0.052
H 1.04 -0.19 3.76 0.038
H 0.44 -0.98 2.64 0.024
O 3.10 -0.24 -1.04 -0.066
H 3.08 0.43 -1.73 0.006
H 2.82 -1.07 -1.44 0.021
O 0.40 1.61 2.02 -0.047
H -0.45 1.29 2.35 0.027
H 0.23 2.01 1.16 0.025
O 0.91 0.70 -4.03 -0.050
H 0.11 1.05 -3.62 0.058
H 0.61 0.57 -4.94 0.078
O 3.66 2.75 0.35 -0.047
H 3.16 1.93 0.39 0.005
H 3.90 3.09 1.21 0.041
O 1.76 -1.62 -3.26 -0.080
H 1.84 -2.23 -3.99 0.039
H 1.37 -0.74 -3.50 -0.023
O -3.36 2.16 1.94 -0.063
H -3.18 2.57 2.79 0.053
H -3.55 2.88 1.33 0.039
O 2.37 2.26 -2.14 -0.059
H 2.12 3.05 -1.65 0.047
H 2.07 2.46 -3.04 0.038
```

Calculated total energy, eV: -29191.76351
Relative energy (zero: lowest compared OMol25 entry of this formula, charge and spin), kcal/mol: 58.2
Structure (SMILES): C[C@@H](N)CCCN.O.O.O.O.O.O.O.O.O.O
Gap between HOMO and LUMO, eV: 8.96

=====

# 8
Molecular formula: C5H34N2O11
Method: DFT, ωB97M-V with the def2-TZVPD basis set

Geometry as XYZ:
```
52
Properties=species:S:1:pos:R:3:lowdin_charge:R:1
C -2.81 -2.21 1.92 -0.005
C -1.68 -1.59 2.26 -0.439
N -0.48 -2.20 2.48 0.121
C -1.65 -0.06 2.36 -0.101
C -1.76 0.57 0.97 -0.382
C -1.96 2.09 1.14 -0.048
N -0.57 0.26 0.19 0.069
H -3.00 -3.28 1.97 0.058
H -3.76 -1.69 1.88 0.058
H -0.39 -3.16 2.22 0.088
H 0.33 -1.68 2.19 0.069
H -0.77 0.24 2.90 0.116
H -2.55 0.16 2.92 0.121
H -2.60 0.11 0.46 0.137
H -2.97 2.32 1.46 0.104
H -1.32 2.43 1.96 0.079
H -1.68 2.68 0.28 0.098
H 0.28 0.69 0.52 0.057
H -0.67 0.49 -0.78 0.059
O 1.60 2.57 3.45 -0.031
H 2.51 2.76 3.68 0.056
H 1.57 1.67 3.20 -0.004
O 0.95 2.97 -1.74 -0.055
H 0.31 2.92 -1.02 0.018
H 0.50 2.70 -2.54 0.036
O 3.09 1.50 -1.40 -0.108
H 3.72 2.12 -1.84 0.090
H 2.18 1.93 -1.57 0.027
O -0.78 -3.10 -0.68 -0.050
H -1.36 -2.47 -0.22 0.034
H -1.33 -3.44 -1.38 0.038
O 0.28 2.76 0.92 -0.105
H -0.44 2.38 1.46 -0.077
H 1.04 2.68 1.50 0.031
O 2.81 0.60 1.27 -0.064
H 2.99 1.14 0.48 0.005
H 3.09 -0.31 1.11 0.033
O 1.57 -1.90 0.05 -0.068
H 0.77 -1.37 -0.10 0.006
H 1.20 -2.78 -0.05 0.037
O 0.84 -1.60 -3.12 -0.102
H 1.80 -1.58 -3.28 0.026
H 0.73 -2.23 -2.38 0.029
O -2.37 -1.32 -3.47 -0.031
H -1.81 -2.10 -3.55 0.025
H -3.14 -1.64 -3.02 0.029
O -0.17 0.88 -2.89 -0.074
H -0.97 0.59 -3.34 0.035
H 0.43 0.14 -3.07 0.016
O 2.91 -1.13 -2.20 -0.089
H 3.11 -0.18 -2.16 0.021
H 2.40 -1.34 -1.39 0.004
```

Calculated total energy, eV: -31239.02130
Relative energy (zero: lowest compared OMol25 entry of this formula, charge and spin), kcal/mol: 61.0
Structure (SMILES): C=C(N)C[C@@H](C)N.O.O.O.O.O.O.O.O.O.O.O
Gap between HOMO and LUMO, eV: 8.57

=====

# 9
Molecular formula: C5H34N2O11
Method: DFT, ωB97M-V with the def2-TZVPD basis set

Geometry as XYZ:
```
52
Properties=species:S:1:pos:R:3:lowdin_charge:R:1
C 0.56 1.26 0.65 -0.050
C 0.70 -0.11 0.06 -0.418
O 1.25 0.13 -1.19 -0.098
C -0.66 -0.89 0.10 -0.358
C -1.33 -1.31 -1.27 -0.058
N -1.62 -0.21 0.87 -0.081
C -2.85 -0.94 0.87 -0.286
N -3.52 -0.45 2.16 -0.025
H 0.20 1.17 1.69 0.089
H 1.59 1.63 0.52 0.096
H -0.11 1.91 0.06 0.074
H 1.56 -0.91 0.55 0.174
H 0.85 -0.51 -1.87 0.074
H -0.35 -1.87 0.65 0.151
H -0.79 -1.22 -2.22 0.018
H -2.42 -1.02 -1.40 0.067
H -1.69 -2.45 -1.18 0.120
H -1.77 0.79 0.47 0.166
H -3.72 -0.68 0.17 0.135
H -2.62 -1.98 0.89 0.096
H -3.89 0.56 2.08 0.092
H -3.06 -0.39 3.04 0.004
O 4.17 0.77 -1.27 -0.029
H 3.30 0.43 -1.59 0.034
H 3.91 0.78 -0.42 -0.050
O 0.72 -1.68 -3.52 -0.082
H 1.29 -2.38 -2.97 0.118
H 1.20 -1.53 -4.31 0.033
O -1.03 4.42 2.15 -0.116
H -0.46 3.59 2.17 0.046
H -1.72 4.33 1.44 0.034
O 3.40 -3.61 1.44 -0.085
H 2.76 -2.76 1.48 0.085
H 2.92 -4.20 1.95 -0.032
O -1.31 3.86 -0.82 -0.114
H -0.89 3.34 -1.53 -0.015
H -1.04 4.82 -1.02 0.099
O 3.14 -2.74 -1.62 -0.122
H 3.92 -2.71 -0.91 0.105
H 2.48 -2.08 -1.28 0.008
O 1.31 -2.25 3.05 -0.052
H 1.89 -2.47 3.72 0.000
H 0.59 -1.74 3.50 0.008
O -2.10 1.33 -2.68 -0.063
H -1.93 0.78 -3.41 0.008
H -2.73 2.08 -2.96 0.100
O 0.85 3.85 -2.55 -0.032
H 1.53 4.04 -3.18 0.036
H 0.46 3.06 -2.93 0.031
O -0.80 -1.23 4.53 -0.082
H -1.22 -2.00 4.08 0.069
H -0.93 -0.58 3.76 0.072
```

Calculated total energy, eV: -31235.26984
Relative energy (zero: lowest compared OMol25 entry of this formula, charge and spin), kcal/mol: 147.5
Structure (SMILES): C[C@H](O)[C@H](C)NCN.O.O.O.O.O.O.O.O.O.O
Gap between HOMO and LUMO, eV: 8.76